This record from OMol25 describes a cluster of 7 separate species, C20H45N6O8 in total. The level of theory is ωB97M-V/def2-TZVPD.

Computed properties:
relative energy (zero: lowest compared OMol25 entry of this formula, charge and spin): 1.58 kcal/mol
largest force on an atom: 0.0304 Eh/bohr
spin multiplicity: 1
net charge: -1

Each line ends with the Löwdin charge.
Atoms and positions in Å:
C (-24.266, 11.346, 15.559)  -0.0339
C (-25.604, 11.500, 14.831)  -0.7314
O (-25.604, 12.193, 13.796)  -0.0442
O (-26.644, 11.010, 15.356)  -0.0710
H (-23.493, 11.709, 14.877)  0.0573
H (-24.012, 10.320, 15.836)  0.0620
H (-24.234, 11.972, 16.454)  0.0593
C (-24.192, 13.897, 11.524)  -0.0053
C (-25.355, 13.303, 10.747)  -0.5445
O (-26.492, 13.444, 11.120)  0.0808
N (-25.040, 12.632, 9.586)  -0.0171
C (-26.004, 11.909, 8.810)  -0.1052
H (-23.311, 13.267, 11.358)  0.0691
H (-24.470, 13.819, 12.572)  0.0548
H (-23.973, 14.906, 11.177)  0.0699
H (-24.140, 12.781, 9.166)  0.1146
H (-25.627, 10.919, 8.540)  0.0721
H (-26.376, 12.455, 7.938)  0.0729
H (-26.880, 11.687, 9.424)  0.0798
C (-25.186, 9.202, 12.296)  0.0051
C (-26.676, 9.050, 12.058)  -0.5443
O (-27.429, 9.972, 11.854)  0.0835
N (-27.079, 7.747, 11.924)  -0.0183
C (-28.437, 7.380, 11.600)  -0.0984
H (-24.728, 8.966, 11.330)  0.0795
H (-24.829, 8.494, 13.047)  0.0654
H (-24.936, 10.218, 12.592)  0.0641
H (-26.398, 7.012, 11.963)  0.1155
H (-28.838, 7.961, 10.770)  0.0791
H (-29.108, 7.460, 12.458)  0.0808
H (-28.447, 6.328, 11.306)  0.0729
C (-25.719, 15.217, 15.201)  0.0110
C (-26.250, 15.826, 13.924)  -0.5495
O (-27.151, 15.331, 13.300)  0.0841
N (-25.528, 16.898, 13.433)  -0.0160
C (-25.901, 17.609, 12.249)  -0.1143
H (-25.490, 14.178, 14.939)  0.0630
H (-26.500, 15.195, 15.956)  0.0753
H (-24.782, 15.680, 15.515)  0.0668
H (-24.660, 17.146, 13.869)  0.1105
H (-26.836, 18.164, 12.338)  0.0791
H (-25.896, 16.983, 11.351)  0.0777
H (-25.156, 18.378, 12.009)  0.0736
C (-17.193, 13.109, 16.931)  -0.0090
C (-18.697, 13.221, 17.092)  -0.5653
O (-19.192, 14.308, 17.350)  0.0285
N (-19.423, 12.091, 16.919)  -0.0047
C (-20.868, 12.057, 16.913)  -0.0612
H (-16.874, 12.061, 16.869)  0.0674
H (-16.739, 13.473, 17.848)  0.0810
H (-16.897, 13.625, 16.024)  0.0819
H (-18.848, 11.323, 16.620)  0.1211
H (-21.208, 12.911, 17.497)  0.0865
H (-21.200, 11.110, 17.327)  0.0854
H (-21.272, 12.240, 15.916)  0.0791
C (-28.787, 13.729, 18.746)  -0.0147
C (-28.858, 12.779, 17.563)  -0.5604
O (-28.540, 13.109, 16.448)  0.0753
N (-29.234, 11.495, 17.870)  -0.0022
C (-29.269, 10.455, 16.848)  -0.0747
H (-27.966, 13.447, 19.413)  0.0719
H (-29.697, 13.839, 19.333)  0.0693
H (-28.495, 14.696, 18.337)  0.0737
H (-29.191, 11.242, 18.842)  0.1157
H (-28.887, 10.888, 15.927)  0.0690
H (-30.303, 10.121, 16.718)  0.0717
H (-28.674, 9.598, 17.161)  0.0650
C (-25.247, 10.453, 18.984)  0.0014
C (-25.363, 9.061, 18.426)  -0.5606
O (-24.895, 8.081, 19.011)  -0.0079
N (-25.952, 9.000, 17.218)  0.0052
C (-25.974, 7.795, 16.447)  -0.0796
H (-24.951, 10.450, 20.029)  0.0746
H (-26.231, 10.934, 18.920)  0.0719
H (-24.587, 11.084, 18.393)  0.0581
H (-26.306, 9.846, 16.755)  0.0779
H (-26.985, 7.658, 16.046)  0.0792
H (-25.673, 6.880, 16.942)  0.0739
H (-25.354, 7.904, 15.546)  0.0696

=====

This record from OMol25 describes a cluster of 8 separate species, C20H46Cl9N5O5 in total. The level of theory is ωB97M-V/def2-TZVPD.

Computed properties:
largest force on an atom: 0.0536 Eh/bohr
spin multiplicity: 2
electronic energy: -151872.4918 eV
net charge: -1

Each line ends with the Mulliken spin population.
Atoms and positions in Å:
C (-0.257, -3.388, 4.750)  0.1493
Cl (-0.807, -4.501, 6.020)  0.2071
Cl (0.534, -1.973, 5.447)  0.2357
Cl (-1.617, -2.820, 3.781)  0.2674
H (0.471, -3.893, 4.116)  -0.0342
C (3.992, 3.133, -1.934)  0.0000
Cl (4.548, 1.928, -3.096)  0.0001
Cl (2.607, 3.958, -2.573)  0.0002
Cl (5.303, 4.292, -1.514)  0.0001
H (3.859, 2.642, -0.970)  0.0001
C (2.903, 5.012, 1.690)  0.0011
Cl (4.414, 6.056, 1.669)  0.0003
Cl (1.815, 5.649, 0.514)  0.0007
Cl (2.052, 4.992, 3.317)  0.0032
H (3.242, 3.992, 1.506)  -0.0004
C (-5.535, 0.997, 1.203)  0.0013
C (-4.284, 0.220, 0.970)  -0.0338
C (-4.093, -0.051, -0.535)  -0.0052
O (-5.015, -1.047, -0.958)  -0.0001
C (-4.679, -1.480, -2.278)  0.0012
N (-3.197, 1.004, 1.533)  -0.0065
H (-6.353, 0.314, 0.974)  0.0003
H (-5.570, 1.773, 0.439)  0.0009
H (-5.815, 1.471, 2.144)  0.0008
H (-4.271, -0.715, 1.530)  0.0336
H (-3.071, -0.414, -0.646)  0.0010
H (-4.143, 0.815, -1.195)  0.0004
H (-5.406, -2.213, -2.627)  0.0001
H (-3.660, -1.840, -2.417)  0.0000
H (-4.818, -0.599, -2.905)  0.0002
H (-2.987, 1.733, 0.867)  0.0028
H (-3.488, 1.443, 2.395)  0.0009
C (0.237, -3.361, -1.796)  0.1120
C (-0.491, -2.645, -2.949)  -0.0324
C (0.328, -1.651, -3.825)  0.0039
O (0.549, -0.490, -2.982)  -0.0015
C (1.235, 0.614, -3.516)  -0.0014
N (-0.951, -3.765, -3.733)  0.0079
H (0.866, -4.146, -2.214)  -0.0023
H (-0.409, -3.861, -1.074)  -0.0082
H (0.781, -2.582, -1.261)  -0.0120
H (-1.365, -2.215, -2.458)  0.0046
H (-0.173, -1.202, -4.682)  0.0023
H (1.303, -1.913, -4.236)  -0.0019
H (0.841, 1.052, -4.433)  -0.0005
H (2.300, 0.424, -3.650)  0.0008
H (1.106, 1.330, -2.705)  0.0000
H (-0.166, -4.328, -4.029)  -0.0010
H (-1.419, -4.352, -3.057)  -0.0011
C (-3.176, 4.091, -1.205)  -0.0001
O (-3.888, 4.016, -0.250)  0.0001
N (-1.844, 3.877, -1.060)  0.0003
C (-0.857, 4.145, -2.122)  0.0000
C (-1.244, 3.456, 0.244)  0.0000
H (-3.439, 4.591, -2.149)  0.0000
H (-1.420, 4.345, -3.034)  0.0000
H (-0.294, 3.320, -2.558)  0.0001
H (-0.155, 4.951, -1.911)  0.0000
H (-0.722, 4.346, 0.595)  -0.0002
H (-2.010, 3.215, 0.981)  0.0004
H (-0.445, 2.719, 0.153)  -0.0001
C (1.420, 0.403, 0.226)  -0.0169
O (1.984, 1.497, -0.042)  0.0079
N (0.954, 0.062, 1.425)  -0.0275
C (1.101, 0.903, 2.577)  -0.0219
C (-0.006, -0.994, 1.671)  -0.2484
H (1.063, -0.306, -0.537)  -0.0039
H (1.215, 0.339, 3.502)  0.0239
H (0.213, 1.529, 2.666)  -0.0010
H (1.992, 1.521, 2.464)  -0.0004
H (-0.961, -0.641, 2.058)  0.0060
H (-0.011, -1.665, 0.812)  0.0680
H (0.392, -1.638, 2.455)  0.1562
C (5.031, -3.933, 0.945)  0.0715
O (5.432, -3.274, 0.025)  -0.0055
N (4.207, -3.488, 1.903)  -0.2947
C (3.692, -4.381, 2.975)  0.5390
C (3.716, -2.114, 1.920)  0.0037
H (5.240, -5.012, 1.013)  0.0166
H (4.068, -4.062, 3.948)  -0.0428
H (4.043, -5.409, 2.882)  -0.0815
H (2.611, -4.515, 3.018)  -0.0914
H (3.931, -1.666, 0.950)  0.0419
H (2.651, -2.029, 2.134)  0.0165
H (4.265, -1.601, 2.710)  -0.0136

=====

This record from OMol25 describes a cluster of 3 separate species, C20H46ClNO in total. The level of theory is ωB97M-V/def2-TZVPD.

Computed properties:
relative energy (zero: lowest compared OMol25 entry of this formula, charge and spin): 8.71 kcal/mol
largest force on an atom: 0.0167 Eh/bohr
spin multiplicity: 1
structure (SMILES): CC(C)CC[C@H](CN)OCCl.CCCCCC.CCCCCC

Each line ends with the Löwdin charge.
Atoms and positions in Å:
C (-0.957, 2.551, 1.092)  -0.0659
C (-1.616, 1.184, 0.827)  -0.3944
C (-0.549, 0.090, 0.570)  -0.0588
C (-2.539, 0.755, 2.000)  -0.1698
C (-3.684, -0.188, 1.596)  -0.1070
C (-5.169, 0.278, 1.715)  -0.2956
C (-5.930, 0.239, 0.395)  -0.2395
N (-5.266, 0.787, -0.781)  0.0113
O (-5.386, 1.426, 2.556)  -0.1375
C (-5.854, 2.611, 2.052)  -0.5822
Cl (-4.710, 3.554, 1.019)  0.5789
H (-1.260, 3.249, 0.318)  0.0677
H (0.123, 2.492, 1.073)  0.0620
H (-1.290, 2.979, 2.029)  0.0662
H (-2.226, 1.240, -0.069)  0.0978
H (-0.690, -0.776, 1.208)  0.0693
H (0.435, 0.488, 0.780)  0.0587
H (-0.618, -0.239, -0.461)  0.0521
H (-2.849, 1.630, 2.550)  0.0861
H (-1.895, 0.198, 2.674)  0.0951
H (-3.521, -0.488, 0.566)  0.1053
H (-3.581, -1.094, 2.177)  0.1074
H (-5.626, -0.523, 2.285)  0.1323
H (-6.128, -0.818, 0.224)  0.1103
H (-6.911, 0.693, 0.491)  0.1078
H (-4.339, 1.134, -0.607)  0.0232
H (-5.821, 1.464, -1.276)  0.0622
H (-6.789, 2.516, 1.512)  0.0740
H (-6.025, 3.262, 2.896)  0.0787
C (4.750, -2.746, 0.795)  -0.1100
C (4.435, -1.337, 1.288)  -0.2702
C (4.594, -1.168, 2.799)  -0.2287
C (3.667, -2.043, 3.645)  -0.2289
C (2.178, -1.856, 3.358)  -0.2669
C (1.677, -0.443, 3.639)  -0.1075
H (4.070, -3.485, 1.223)  0.0647
H (4.656, -2.805, -0.290)  0.0669
H (5.770, -3.031, 1.059)  0.0744
H (3.422, -1.060, 0.982)  0.0912
H (5.105, -0.631, 0.791)  0.1039
H (4.438, -0.117, 3.055)  0.1004
H (5.629, -1.393, 3.075)  0.1088
H (3.855, -1.828, 4.701)  0.1089
H (3.925, -3.096, 3.502)  0.1007
H (1.615, -2.560, 3.976)  0.1050
H (1.960, -2.120, 2.319)  0.0957
H (1.848, -0.166, 4.681)  0.0769
H (0.605, -0.375, 3.444)  0.0520
H (2.173, 0.293, 3.004)  0.0647
C (2.815, -1.111, -5.818)  -0.1124
C (2.480, 0.306, -5.362)  -0.2709
C (2.579, 0.500, -3.850)  -0.2287
C (1.621, -0.362, -3.026)  -0.2280
C (0.142, -0.182, -3.364)  -0.2685
C (-0.369, 1.234, -3.112)  -0.1041
H (2.120, -1.843, -5.404)  0.0644
H (2.764, -1.190, -6.904)  0.0682
H (3.824, -1.390, -5.509)  0.0742
H (1.479, 0.576, -5.712)  0.0975
H (3.168, 1.004, -5.845)  0.1034
H (2.414, 1.555, -3.617)  0.1013
H (3.603, 0.280, -3.532)  0.1086
H (1.772, -0.132, -1.967)  0.1012
H (1.885, -1.417, -3.144)  0.1017
H (-0.436, -0.880, -2.751)  0.0952
H (-0.048, -0.462, -4.403)  0.0993
H (-0.216, 1.519, -2.069)  0.0601
H (-1.437, 1.300, -3.327)  0.0726
H (0.139, 1.966, -3.741)  0.0674

=====

Q: Which of these has the highest largest force on an atom?
A: C20H46Cl9N5O5

=====

Q: The lowest largest force on an atom belongs to which entry?
A: C20H46ClNO